This record from OMol25 describes an isolated ion of composition C13H26B2IN2O7 and charge -1 at a distorted geometry. The level of theory is ωB97M-V/def2-TZVPD.

Values from the calculation:
multiplicity: 1
energy relative to the best compared isomer or geometry (same formula, charge and spin): 0.650 eV
total charge: -1
max |F|: 2.90 eV/A
E_LUMO: 2.41 eV
E_HOMO: -4.4 eV

Atoms and positions in Å:
C (-0.2211, -2.0905, -6.1672)
C (0.8213, -1.6286, -5.1810)
O (1.8890, -2.1754, -5.0061)
O (0.4355, -0.5087, -4.5135)
C (0.4473, -0.6825, -3.0631)
C (-0.2336, 0.5028, -2.4286)
C (-0.8006, 0.1310, -1.0471)
C (-0.3302, 1.0741, 0.0584)
B (-0.8210, 2.5615, -0.1683)
N (-2.2630, 2.9204, -0.1719)
O (0.1048, 3.5800, -0.3258)
O (1.1028, 1.0904, -0.0612)
B (1.6605, 0.0252, 0.8350)
C (2.7196, -1.0406, 0.2169)
N (2.7295, -2.2471, 1.0990)
O (0.4306, -0.5713, 1.4392)
C (-0.4629, 0.4714, 1.5273)
C (-0.1013, 1.5616, 2.5326)
C (0.4971, 1.0832, 3.8602)
C (-0.0356, -0.2069, 4.4184)
O (-1.4473, -0.0882, 4.6570)
C (-1.9393, -0.0068, 1.6852)
C (-2.0797, -1.5016, 1.7163)
O (-1.5593, -2.2869, 2.4640)
I (-3.5214, -2.3446, 0.2380)
H (-0.7786, -1.2253, -6.4992)
H (0.2806, -2.5900, -6.9835)
H (-0.8870, -2.7615, -5.6356)
H (-0.0841, -1.5996, -2.8242)
H (1.4788, -0.7672, -2.7426)
H (-1.0674, 0.7404, -3.0885)
H (0.4448, 1.3451, -2.3815)
H (-1.8876, 0.1032, -1.1211)
H (-0.5034, -0.8875, -0.8096)
H (-2.4988, 3.3743, -1.0449)
H (-2.4324, 3.6081, 0.5528)
H (0.6500, 3.4658, -1.1021)
H (2.3126, 0.6574, 1.7065)
H (2.4824, -1.4062, -0.7837)
H (3.7146, -0.5967, 0.2392)
H (3.5462, -2.8084, 0.9119)
H (2.7286, -1.9520, 2.0645)
H (-0.9921, 2.1646, 2.7139)
H (0.6169, 2.2349, 2.0752)
H (0.2715, 1.8430, 4.6115)
H (1.5770, 1.0376, 3.8076)
H (0.4433, -0.3688, 5.3901)
H (0.1989, -1.0668, 3.8004)
H (-1.7037, -0.9148, 5.0604)
H (-2.5479, 0.3696, 0.8737)
H (-2.3850, 0.3791, 2.5950)


This record from OMol25 describes the molecule C13H26BN3O4 at a distorted geometry. The level of theory is ωB97M-V/def2-TZVPD.

Values from the calculation:
multiplicity: 1
energy relative to the best compared isomer or geometry (same formula, charge and spin): 1.952 eV
max |F|: 3.26 eV/A
E_LUMO: 0.22 eV
E_HOMO: -7.6 eV

Atoms and positions in Å:
N (2.9646, -2.3706, -0.4993)
C (2.1623, -1.1788, -0.6396)
C (2.8464, 0.1179, -0.6743)
O (2.4644, 0.9396, -1.5046)
O (3.8696, 0.3811, 0.2009)
C (1.2316, -1.2220, -1.9118)
N (-0.0614, -0.7324, -1.4739)
C (-1.3422, -0.5794, -2.3106)
C (-1.8479, 0.8672, -2.1414)
C (-0.8452, 1.9674, -2.5144)
C (-1.2712, 3.1350, -1.6808)
C (-1.9751, 2.6122, -0.4243)
N (-2.4429, 1.2368, -0.8043)
C (-0.2458, -0.9067, -0.0389)
C (1.1526, -1.2029, 0.5890)
C (1.5757, -0.2405, 1.7399)
C (1.0467, -0.4607, 3.1880)
C (-0.4235, -0.0992, 3.2369)
B (-1.4590, -1.0460, 2.5350)
O (-2.6283, -0.4039, 1.9243)
O (-1.3618, -2.4111, 2.7603)
H (2.5161, -3.2106, -0.7622)
H (3.5233, -2.4712, 0.3063)
H (4.0839, 1.3383, 0.0492)
H (1.6226, -0.5631, -2.7117)
H (1.1671, -2.2209, -2.2830)
H (-2.1701, -1.1735, -1.8615)
H (-1.3116, -1.0351, -3.3115)
H (-2.7485, 0.9874, -2.7594)
H (-0.7683, 2.2087, -3.5469)
H (0.1503, 1.5215, -2.2479)
H (-0.4457, 3.8645, -1.4596)
H (-2.0233, 3.7114, -2.2373)
H (-2.7617, 3.3168, -0.1380)
H (-1.3448, 2.6862, 0.4856)
H (-2.4426, 0.6085, 0.0134)
H (-0.5933, 0.0065, 0.4248)
H (-0.8609, -1.7991, 0.0654)
H (1.1253, -2.2291, 1.0265)
H (2.7166, -0.1957, 1.8408)
H (1.2850, 0.7683, 1.3957)
H (1.6258, 0.2426, 3.8083)
H (1.1086, -1.5423, 3.4011)
H (-0.8418, -0.1478, 4.2467)
H (-0.5748, 0.7795, 2.5954)
H (-3.4519, -0.8788, 1.8038)
H (-1.9949, -2.9762, 2.2998)


This record from OMol25 describes C13H26Br6INO3P as an isolated structure at a distorted geometry. The level of theory is ωB97M-V/def2-TZVPD.

Values from the calculation:
multiplicity: 1
total charge: +1
max |F|: 3.77 eV/A
E_LUMO: -3.11 eV
E_HOMO: -12.0 eV

Atoms and positions in Å:
O (-0.1461, 1.5601, 1.5578)
C (-0.2792, 0.6699, 0.8144)
I (0.9333, -1.1179, 0.9258)
C (-1.2789, 0.6502, -0.3695)
C (-0.4389, 1.0653, -1.6054)
C (-0.6086, 2.5798, -1.8782)
C (0.0960, 3.0355, -3.2131)
C (0.9716, 1.8746, -3.7551)
P (1.8868, 2.2479, -5.3518)
O (2.2698, 3.8637, -5.3579)
O (3.2728, 1.3552, -5.1970)
C (0.0397, 0.6783, -4.0271)
N (-0.8427, 0.3551, -2.8507)
H (-1.6147, -0.3951, -0.4323)
H (-2.1208, 1.3198, -0.1705)
H (0.6010, 0.8147, -1.3651)
H (-1.6944, 2.7244, -2.0043)
H (-0.2827, 3.1612, -1.0102)
H (-0.6978, 3.2030, -3.9565)
H (0.6653, 3.9594, -3.0945)
H (1.7299, 1.6592, -2.9785)
H (2.7014, 4.0505, -4.5028)
H (3.4260, 1.0705, -4.2801)
H (-0.5994, 0.9760, -4.8697)
H (0.5868, -0.2035, -4.3794)
H (-1.7756, 0.7058, -3.0890)
H (-0.9267, -0.6479, -2.6622)
Br (-1.7014, -2.9301, 5.1170)
C (-0.4788, -1.8363, 6.1678)
C (0.7082, -1.4022, 5.3506)
Br (1.9908, -2.8494, 5.1209)
H (-0.2045, -2.4181, 7.0423)
H (-1.0645, -0.9729, 6.4791)
H (1.2585, -0.6158, 5.8640)
H (0.4352, -1.0603, 4.3553)
Br (4.2783, -3.4808, -0.4108)
C (2.7517, -4.6779, -0.5751)
C (2.4104, -4.9387, -2.0181)
Br (1.4818, -3.4180, -2.8204)
H (1.9335, -4.2275, -0.0210)
H (3.0560, -5.5986, -0.0816)
H (1.7157, -5.7717, -2.1033)
H (3.2831, -5.1328, -2.6337)
Br (-3.7728, 3.4688, 4.5006)
C (-4.1585, 1.5613, 4.4556)
C (-2.8975, 0.7496, 4.3122)
Br (-2.2022, 0.7983, 2.4835)
H (-4.8618, 1.3998, 3.6449)
H (-4.6465, 1.3453, 5.4040)
H (-3.0971, -0.3023, 4.5160)
H (-2.0917, 1.0949, 4.9532)


This record from OMol25 describes C13H26Cl2NNdO4P2 as an isolated structure at a distorted geometry. The level of theory is ωB97M-V/def2-TZVPD.

Values from the calculation:
multiplicity: 4
energy relative to the best compared isomer or geometry (same formula, charge and spin): 1.447 eV
max |F|: 3.90 eV/A
E_LUMO (spin up / spin down): -0.18 / -0.18 eV
E_HOMO (spin up / spin down): -5.5 / -5.5 eV

Atoms and positions in Å:
C (-0.7846, 0.8118, -3.5973)
C (-0.9005, 0.3812, -2.2594)
N (0.0635, 0.7227, -1.2999)
C (0.8321, 1.8055, -1.6177)
C (0.8335, 2.4173, -2.8961)
C (0.0461, 1.8471, -3.9045)
C (-2.0223, -0.3527, -1.8555)
P (-2.5737, -0.5130, -0.1424)
Nd (0.3089, -0.8444, 0.8819)
P (2.3330, 1.4118, 0.7568)
C (1.6701, 2.5188, -0.5229)
O (-0.3108, -3.2170, -2.7889)
O (-0.4022, -3.2324, 0.2378)
H (-1.4617, 0.3972, -4.3146)
H (1.5421, 3.2627, -3.0523)
H (0.1306, 2.2792, -4.9031)
C (-4.1156, 0.5185, -0.2528)
C (-3.4065, -2.2003, -0.3030)
H (2.5026, 3.0843, -0.9786)
H (1.0165, 3.2527, -0.0046)
H (-1.0466, -2.9612, -3.4399)
H (-2.5627, -0.8969, -2.6866)
C (2.7177, 2.5895, 2.1037)
C (3.9937, 1.0730, 0.0771)
H (2.7588, -1.5305, 1.4876)
H (-0.3204, -4.1364, 0.6536)
H (-0.3001, -3.5078, -0.7698)
H (0.5138, -3.1582, -3.3327)
H (-1.2541, 0.5629, 1.0434)
H (3.0902, -1.0365, 0.9505)
H (-4.7750, 0.0920, -1.0275)
H (-4.6451, 0.6230, 0.7060)
H (-3.7664, 1.5181, -0.5674)
H (-4.1855, -2.1629, -1.0760)
H (-2.6692, -2.9801, -0.5329)
H (-3.8583, -2.4812, 0.6572)
H (4.6428, 1.9668, 0.0813)
H (4.4778, 0.3024, 0.7010)
H (3.9219, 0.6845, -0.9541)
H (3.6873, 3.0817, 1.9230)
H (1.9216, 3.3467, 2.1750)
H (2.7564, 2.0254, 3.0438)
Cl (-1.0217, -2.4814, 5.5385)
C (-0.1359, -1.0302, 5.1484)
Cl (1.5460, -1.0790, 5.6658)
C (-0.1006, -0.8843, 3.6400)
O (0.2876, 0.1935, 3.1154)
O (-0.3520, -1.9200, 2.9024)
H (-0.6235, -0.1640, 5.5902)